# 1
Here is a structure of composition C12H18GaIN5O4S from the Open Molecules 2025 dataset. Energies are from ωB97M-V/def2-TZVPD.

For the HOMO energy, the calculation gives -4.67 eV. The calculation puts the energy above the lowest of the compared OMol25 structures with the same formula, charge and spin at 4.621 eV. The charge is -1. The value obtained for the HOMO-LUMO gap is 7.22 eV. The multiplicity is 1. The strongest force on any atom comes out at 0.37679 hartree/bohr.

Last column: Löwdin charge in e.
Cartesian coordinates (Å):
N: 0.19211 -2.93312 1.62186  0.06
C: -0.34913 -1.75519 1.43599  -0.30
O: -0.73489 -0.42291 0.94144  -0.25
Ga: -2.43005 -0.53748 0.01870  -0.05
I: -4.21457 -1.18307 1.82026  0.20
C: -2.75689 1.41210 -0.71584  -0.25
O: -1.69299 2.35443 -0.31504  -0.25
C: -0.61542 2.43038 -1.31451  -0.22
O: -0.03708 1.13575 -1.70685  -0.20
C: 1.31692 0.93957 -1.16428  -0.18
C: 1.78471 -0.58670 -1.66173  -0.15
O: 2.21241 -1.44180 -0.53096  -0.25
N: -2.26055 -1.79355 -1.45112  -0.01
C: -3.56464 -1.89912 -1.95109  -0.74
S: -4.84605 -2.28135 -3.03640  0.47
H: -3.75958 1.75919 -0.16943  0.03
H: -2.93382 1.36955 -1.89282  0.10
H: -1.00680 2.94976 -2.31150  0.15
H: 0.25724 3.11810 -0.87984  0.15
H: 1.35801 0.90452 0.02290  0.13
H: 2.05875 1.77851 -1.50930  0.12
H: 2.68690 -0.45380 -2.40883  0.11
H: 0.86063 -1.14554 -2.16003  0.15
H: 3.10361 -1.15798 -0.16703  0.04
C: 2.20041 -1.20502 4.20037  -0.08
C: 2.92694 -0.61429 3.00306  -0.18
N: 3.52957 -0.12424 2.00966  0.10
H: 1.67586 -0.41521 4.74507  0.07
H: 1.47331 -1.94972 3.86499  0.05
H: 2.91763 -1.68494 4.87200  0.07
C: 5.52737 -3.92158 -2.16650  -0.09
C: 4.45726 -3.11161 -1.45296  -0.07
N: 3.56952 -2.43951 -0.86105  0.04
H: 5.14038 -4.29316 -3.11930  0.06
H: 6.40328 -3.29550 -2.35769  0.07
H: 5.82592 -4.77207 -1.54735  0.07
C: -4.89637 4.47759 1.81605  -0.08
C: -5.32517 3.71393 0.57375  -0.20
N: -5.68096 3.08051 -0.45695  0.10
H: -3.84181 4.75570 1.73727  0.08
H: -5.49713 5.38515 1.92163  0.07
H: -5.03483 3.85370 2.70341  0.08

Cartesian forces, eV/Å:
-4.8 10.0 -1.1
3.4 -4.3 -1.1
1.2 -6.1 2.3
0.2 1.9 -0.1
0.2 0.0 -0.2
-1.5 -0.4 0.1
1.2 -0.6 -2.2
0.3 0.8 -0.2
0.7 1.9 1.4
0.5 -1.4 0.7
-0.5 0.9 0.7
-7.3 7.5 -0.5
-10.2 -0.7 -3.2
7.1 -0.9 -0.1
2.9 1.1 3.1
2.4 -0.5 -1.5
0.4 0.4 2.4
0.5 -1.3 2.0
-2.1 -1.5 -0.6
-0.4 0.1 -2.5
-1.4 -1.5 0.3
-1.7 -0.5 1.2
2.1 1.4 1.1
-2.3 0.7 -0.3
0.6 0.4 -1.0
3.9 3.2 -6.6
-4.7 -3.9 8.0
0.1 0.0 -0.2
0.1 0.1 -0.2
0.0 0.1 -0.2
-1.2 0.6 0.1
-4.4 3.3 2.7
15.0 -11.5 -4.3
0.1 0.0 0.1
-0.2 0.0 0.1
-0.1 0.2 0.0
-0.3 -0.7 -1.0
-2.5 -4.1 -6.8
2.7 5.2 8.3
-0.2 -0.1 -0.1
0.0 -0.2 -0.1
0.0 0.0 -0.2

***

# 2
Here is a structure of composition C12H18I3N2O2P from the Open Molecules 2025 dataset. Energies are from ωB97M-V/def2-TZVPD.

For the HOMO energy, the calculation gives -5.18 eV. The calculation puts the energy above the lowest of the compared OMol25 structures with the same formula, charge and spin at 0.000 eV. The value obtained for the HOMO-LUMO gap is 3.47 eV. The multiplicity is 1. The strongest force on any atom comes out at 0.07091 hartree/bohr.

Last column: Löwdin charge in e.
Cartesian coordinates (Å):
C: 4.26912 -2.40116 -0.02226  0.03
C: 3.37875 -1.17802 0.24638  -0.49
O: 2.89369 -1.00168 1.33198  0.12
O: 3.16302 -0.37324 -0.85218  -0.02
C: 3.23440 1.01496 -0.56611  -0.14
C: 2.06757 1.68881 -1.34887  -0.05
N: 0.79895 1.24883 -0.74663  -0.03
C: 0.22875 2.00467 0.20163  -0.04
C: -0.93198 1.63946 0.83726  -0.29
P: -1.59303 2.75823 2.11120  0.69
N: -2.72392 3.69281 1.51320  -0.52
C: -1.56364 0.42460 0.47701  0.03
C: -0.97631 -0.35258 -0.53150  -0.22
C: -1.53433 -1.69371 -1.00647  -0.71
I: -1.36278 -1.98225 -3.13658  0.84
C: -3.01229 -1.96449 -0.50721  -0.78
C: -2.97824 -2.53590 0.92750  -0.17
I: -3.87696 -3.49128 -1.79434  0.77
C: 0.18888 0.10503 -1.10570  -0.04
H: 5.31024 -2.12632 -0.21036  0.09
H: 4.12084 -3.07406 0.82559  0.09
H: 3.82323 -2.90402 -0.89768  0.09
H: 4.16541 1.49285 -0.90345  0.14
H: 3.07777 1.26771 0.49132  0.13
H: 2.14160 2.77803 -1.28333  0.14
H: 2.13399 1.30422 -2.37274  0.14
H: 0.74340 2.93692 0.44186  0.14
H: -0.46380 3.50485 2.56001  -0.01
H: -2.00471 1.93117 3.18963  0.00
H: -2.87709 3.44574 0.50285  -0.35
H: -2.46792 0.09974 0.98437  0.11
H: -0.91258 -2.47482 -0.54183  0.09
H: -3.56331 -1.02160 -0.60943  0.09
H: -3.93310 -3.01019 1.17273  0.06
H: -2.66927 -1.78709 1.66786  0.07
H: -2.21833 -3.33505 0.95163  0.08
H: 0.66319 -0.49028 -1.88377  0.08
I: -4.73920 3.85912 -0.11359  -0.17

Cartesian forces, eV/Å:
-1.5 0.3 -0.5
0.6 -1.4 0.8
0.0 0.8 -0.8
0.9 0.1 0.8
-1.3 1.6 -0.4
0.9 -1.0 0.4
-0.8 0.3 0.0
0.3 0.6 0.2
0.1 -0.8 0.8
-1.4 1.5 -0.9
2.7 -1.1 1.3
0.5 0.3 -0.3
-0.5 0.1 0.0
-0.7 -0.3 0.8
1.1 0.9 -0.2
1.2 -0.1 -0.3
0.3 -0.3 -0.5
-1.0 0.0 1.1
0.6 -0.7 -0.7
-0.2 -0.1 0.0
0.4 0.2 -0.1
0.5 0.2 0.1
0.0 -0.6 0.0
0.2 -0.5 -0.1
-0.1 -0.3 -0.2
-0.3 0.4 0.1
-0.2 -0.3 0.0
0.3 -0.9 0.3
0.6 -0.1 0.0
0.5 0.3 0.9
0.2 0.3 -0.1
-0.1 0.1 -0.5
-0.3 -0.5 -0.1
0.2 0.4 0.2
-0.3 -0.2 -0.1
-0.3 0.2 0.0
0.0 0.4 0.2
-2.9 0.1 -2.2

***

# 3
Here is a structure of composition C12H18IrN3O9P2 from the Open Molecules 2025 dataset. Energies are from ωB97M-V/def2-TZVPD.

For the HOMO energy (alpha / beta), the calculation gives -4.92 / -5.50 eV. The calculation puts the energy above the lowest of the compared OMol25 structures with the same formula, charge and spin at 0.000 eV. The charge is -1. The value obtained for the HOMO-LUMO gap (alpha / beta) is 7.28 / 6.84 eV. Its expectation value of S² is 0.800. The multiplicity is 2. The strongest force on any atom comes out at 0.02058 hartree/bohr.

Last column: Löwdin spin population.
Cartesian coordinates (Å):
Ir: 0.30244 0.41052 -0.09594  0.11
C: 3.77749 -1.92024 0.83461  0.00
C: 2.49029 -1.36766 0.33162  0.00
N: 2.06671 -0.18962 0.63245  0.00
O: 2.88115 0.60962 1.41580  0.00
C: 1.59709 -2.09568 -0.55031  0.00
C: 1.78141 -3.51842 -0.94321  0.00
N: 0.56142 -1.39966 -0.95884  -0.01
O: -0.27030 -1.92931 -1.77826  0.00
H: 4.50879 -1.12479 0.96334  0.00
H: 4.16366 -2.67057 0.14909  0.00
H: 3.61858 -2.39264 1.80655  0.00
H: 2.52984 1.49720 1.23739  0.00
H: 2.29892 -3.63054 -1.90020  0.00
H: 0.79850 -3.97455 -1.05634  0.00
H: 2.34492 -4.05755 -0.18246  0.00
O: -3.94117 0.73025 -1.21187  0.00
P: -2.83019 1.29222 -0.20788  0.00
O: -3.14164 2.66481 0.20691  0.00
O: -1.48796 0.99482 -0.89109  0.00
O: -2.93756 0.28596 1.06063  0.00
P: -2.21309 -1.15419 1.11173  0.00
O: -2.56756 -1.69126 -0.35427  0.00
O: -2.72328 -1.98152 2.20619  0.00
O: -0.69390 -0.87286 1.15534  0.00
H: -3.74494 -0.20423 -1.38059  0.00
H: -1.75723 -1.86200 -0.89893  0.00
C: -0.39577 3.60514 1.80887  0.02
C: 0.49888 4.22812 0.78778  0.13
C: 0.77029 5.58498 0.80924  -0.01
C: 1.56063 6.19105 -0.16096  0.16
C: 2.10440 5.43314 -1.19879  -0.01
C: 1.87627 4.07671 -1.27012  0.12
C: 2.43546 3.23784 -2.37674  0.02
C: 1.07193 3.44223 -0.26411  0.03
N: 0.88421 2.14016 -0.31198  0.41
H: -0.57334 4.30348 2.62729  0.00
H: 0.02664 2.68536 2.21770  0.00
H: -1.36050 3.34063 1.36448  0.01
H: 0.33939 6.18625 1.60098  0.00
H: 1.74703 7.25652 -0.11434  0.01
H: 2.70710 5.91261 -1.96173  0.00
H: 2.96630 3.85784 -3.09898  0.00
H: 1.64234 2.69164 -2.88967  0.00
H: 3.12439 2.48329 -1.98965  0.01

Cartesian forces, eV/Å:
0.6 0.8 -0.2
0.0 0.0 0.1
-0.3 -0.1 -0.1
0.0 0.2 -0.2
0.0 -0.1 0.0
0.3 0.3 0.1
0.0 -0.1 -0.1
-0.5 -0.8 -0.2
0.1 0.2 0.3
0.0 0.0 0.0
0.0 0.0 0.0
0.0 0.0 0.0
0.0 -0.1 0.1
0.0 0.0 0.0
0.0 0.0 0.0
0.0 0.0 0.0
0.0 0.0 0.0
0.0 0.1 -0.1
0.0 0.0 0.0
0.0 -0.2 -0.1
0.0 0.1 0.2
0.1 0.0 0.0
0.1 -0.4 0.0
-0.1 0.0 0.0
0.0 0.0 0.0
0.0 0.0 0.0
0.0 0.1 -0.1
0.0 0.0 0.1
0.0 0.1 0.1
0.0 -0.1 0.0
0.0 0.0 0.0
0.0 0.0 0.0
0.0 0.1 -0.1
0.0 0.0 0.0
0.3 -0.1 -0.4
-0.6 -0.2 0.8
0.0 0.0 0.0
0.0 0.0 0.0
0.0 0.0 0.0
0.0 0.0 0.0
0.0 0.0 0.0
0.0 0.0 0.0
0.0 0.0 0.0
0.0 0.0 0.0
0.0 0.0 0.0

***

# 4
Here is a structure of composition C12H18MoN4S3 from the Open Molecules 2025 dataset. Energies are from ωB97M-V/def2-TZVPD.

For the HOMO energy (alpha / beta), the calculation gives -14.34 / -15.02 eV. The calculation puts the energy above the lowest of the compared OMol25 structures with the same formula, charge and spin at 0.000 eV. The charge is +2. The value obtained for the HOMO-LUMO gap (alpha / beta) is 7.17 / 7.60 eV. Its expectation value of S² is 2.043. The multiplicity is 3. The strongest force on any atom comes out at 0.01466 hartree/bohr.

Last column: Löwdin spin population.
Cartesian coordinates (Å):
Mo: 0.01204 0.58138 1.14684  1.79
C: 2.27954 1.15139 -0.73464  0.01
C: 1.52396 2.46295 -0.68914  0.01
N: 0.74134 2.60679 0.58725  0.02
C: -0.36001 3.60326 0.39787  0.01
C: -1.64604 2.90794 0.02504  0.02
C: -2.79857 3.59019 -0.30097  0.00
C: -3.93577 2.85802 -0.62713  0.02
C: -3.88852 1.46775 -0.60312  0.00
C: -2.70374 0.85571 -0.24766  0.02
C: -2.56576 -0.63714 -0.07995  0.01
N: -1.13945 -1.02501 0.15717  0.01
C: -0.42182 -1.50915 -1.07438  0.01
C: 0.52074 -0.45050 -1.62216  0.01
N: 1.33661 0.02334 -0.48426  0.04
N: -1.60564 1.56534 0.03887  0.03
H: 3.03505 1.11293 0.05166  0.00
H: 2.78810 1.03907 -1.69385  0.00
H: 0.80232 2.51138 -1.50590  0.00
H: 2.20967 3.30244 -0.80916  0.00
H: 1.35472 2.96766 1.31564  0.01
H: -0.08364 4.29875 -0.39773  0.00
H: -0.47532 4.20415 1.29983  0.00
H: -2.81321 4.67185 -0.29657  0.00
H: -4.85411 3.36710 -0.88670  0.00
H: -4.76214 0.87420 -0.83648  0.00
H: -2.94911 -1.15742 -0.95872  0.00
H: -3.16195 -0.96906 0.77143  0.00
H: -1.14538 -1.79824 0.81958  0.01
H: -1.14127 -1.80369 -1.83761  0.00
H: 0.14180 -2.39822 -0.79380  0.00
H: -0.02288 0.39994 -2.03545  0.00
H: 1.13601 -0.88095 -2.41496  0.00
H: 1.89534 -0.76426 -0.14880  0.01
S: -0.02879 -4.01276 2.95798  0.00
C: 1.07413 -3.71091 1.94628  0.00
S: 0.44202 -0.15846 3.07033  -0.05
S: 2.16962 -3.33056 0.91827  0.00

Cartesian forces, eV/Å:
0.0 -0.4 0.3
-0.1 0.0 0.0
0.0 0.0 -0.1
0.1 0.0 0.0
0.0 0.0 -0.1
0.1 0.1 0.0
-0.1 0.0 -0.1
0.1 -0.1 0.0
0.0 0.2 0.0
-0.1 -0.2 0.0
0.1 0.1 0.0
0.0 -0.2 0.1
0.0 0.0 -0.1
-0.1 0.0 0.0
0.4 0.2 0.0
0.0 0.2 0.2
0.0 0.0 0.0
0.0 0.0 0.0
0.0 0.0 0.0
0.0 0.0 0.0
0.1 0.0 0.0
0.0 0.0 0.0
-0.1 -0.2 0.1
0.0 0.0 0.0
0.0 0.0 0.0
0.0 0.0 0.0
0.0 0.0 0.0
0.0 0.1 0.1
0.0 -0.1 -0.1
0.0 0.0 0.0
0.0 0.0 0.0
0.0 0.0 0.0
0.1 0.0 0.0
-0.1 0.0 0.0
-0.5 -0.3 0.5
0.0 0.4 -0.2
-0.2 0.3 -0.4
0.6 0.0 -0.4

***

# 5
Here is an isolated molecule of C12H18N2O3S from the Open Molecules 2025 dataset. Energies are from ωB97M-V/def2-TZVPD.

For the HOMO energy, the calculation gives -9.19 eV. The calculation puts the energy above the lowest of the compared OMol25 structures with the same formula, charge and spin at 4.839 eV. As for the SMILES: CCCCCCN(C(C)=O)c1ccsc1[N+](=O)[O-]. The value obtained for the HOMO-LUMO gap is 8.53 eV. The multiplicity is 1. The strongest force on any atom comes out at 0.04549 hartree/bohr.

Last column: Löwdin charge in e.
Cartesian coordinates (Å):
C: 0.97279 -0.43122 3.11245  -0.10
C: 1.94252 -1.37025 2.40389  -0.29
C: 2.64937 -0.77421 1.23033  -0.24
C: 1.74740 -0.16437 0.17685  -0.22
C: 0.87230 -1.14901 -0.58501  -0.16
C: 0.07684 -0.46679 -1.72547  -0.12
N: -0.76071 0.68428 -1.28200  0.00
C: -0.31853 2.02477 -1.37832  -0.43
C: 0.86049 2.38621 -2.31582  0.02
O: -0.96501 2.91665 -0.87228  0.07
C: -1.91953 0.36239 -0.58684  -0.24
C: -2.02760 0.75531 0.81315  -0.10
C: -3.11026 0.20902 1.45705  -0.35
S: -4.04230 -0.75394 0.34565  1.07
C: -3.00682 -0.35630 -0.99949  -0.41
N: -3.23684 -0.81258 -2.31262  -0.41
O: -2.83665 -0.10138 -3.21326  0.10
O: -3.85866 -1.85420 -2.44069  0.07
H: 1.54198 0.43687 3.47910  0.09
H: 0.52872 -0.95771 3.93415  0.06
H: 0.17158 -0.10547 2.45685  0.04
H: 2.67657 -1.73040 3.12761  0.11
H: 1.39996 -2.27837 2.11916  0.11
H: 3.25935 -1.60406 0.78412  0.13
H: 3.38864 -0.03313 1.57034  0.12
H: 1.11528 0.60767 0.64322  0.10
H: 2.43851 0.35230 -0.54245  0.12
H: 1.42927 -2.00496 -0.97913  0.12
H: 0.16511 -1.60634 0.12609  0.12
H: 0.72325 -0.15345 -2.54455  0.12
H: -0.59903 -1.16600 -2.17862  0.10
H: 1.80466 1.93520 -2.07104  0.06
H: 0.59175 2.11925 -3.32274  0.08
H: 0.93123 3.47752 -2.24948  0.09
H: -1.28167 1.34232 1.30422  0.10
H: -3.32395 0.26441 2.51562  0.08

Cartesian forces, eV/Å:
0.8 0.2 -0.3
-0.6 -0.6 0.8
1.1 -0.8 -0.5
0.9 0.6 -0.8
-0.8 0.2 0.2
-0.1 0.3 0.3
1.8 0.3 -1.2
-0.5 -0.4 -0.6
-0.9 0.2 0.9
0.1 -0.2 0.2
-0.3 1.3 1.9
-0.8 -1.2 -0.4
0.8 -0.1 -1.6
0.0 0.2 0.0
0.7 0.3 2.0
-0.6 -0.2 -0.4
0.2 -0.3 -0.3
0.0 0.0 -0.2
-0.4 -0.1 0.0
-0.3 -0.1 0.6
-0.1 0.1 -0.1
0.1 0.1 0.0
0.0 0.1 -0.2
-0.4 0.7 0.1
-0.3 0.0 0.0
0.2 -0.1 -0.3
-0.7 -0.3 0.4
0.2 0.3 -0.2
0.0 0.2 -0.2
0.1 0.2 0.2
-0.3 -0.5 -0.2
0.3 -0.3 0.2
-0.1 -0.2 -0.5
0.1 -0.3 0.0
0.3 0.3 0.1
-0.3 0.0 -0.2

***

# 6
Here is an isolated molecule of C12H18N2O4S from the Open Molecules 2025 dataset. Energies are from ωB97M-V/def2-TZVPD.

For the HOMO energy, the calculation gives -8.56 eV. The calculation puts the energy above the lowest of the compared OMol25 structures with the same formula, charge and spin at 0.105 eV. As for the SMILES: CCOC(=O)[C@@](CC)(CCC(=O)O)c1csc(N)n1. The value obtained for the HOMO-LUMO gap is 8.97 eV. The multiplicity is 1. The strongest force on any atom comes out at 0.01818 hartree/bohr.

Last column: Löwdin charge in e.
Cartesian coordinates (Å):
C: 0.29981 -0.66186 4.39797  -0.06
C: -0.44830 -1.50244 3.37381  -0.20
O: 0.04226 -1.27453 2.05044  -0.01
C: -0.42374 -0.20600 1.40492  -0.46
O: -1.23535 0.55251 1.86482  0.13
C: 0.18410 -0.10842 -0.00072  -0.30
C: 1.72363 -0.12908 0.12568  -0.16
C: 2.29913 0.96864 1.01186  -0.07
C: -0.30144 -1.36151 -0.76665  -0.10
C: 0.36457 -1.57531 -2.13775  -0.09
C: -0.66877 -1.95634 -3.19020  -0.56
O: -0.68831 -3.01194 -3.75902  0.10
O: -1.55802 -0.99667 -3.43643  0.07
C: -0.32260 1.14950 -0.65732  -0.30
C: -0.36011 2.37959 -0.08961  -0.35
S: -1.04262 3.54745 -1.17181  1.06
C: -1.24615 2.25732 -2.33933  -0.66
N: -1.73159 2.48453 -3.57926  0.11
N: -0.83463 1.10208 -1.92776  0.07
H: 1.36903 -0.84930 4.33093  0.08
H: 0.11082 0.39434 4.22164  0.07
H: -0.04287 -0.91614 5.39665  0.08
H: -0.29371 -2.56864 3.55047  0.13
H: -1.51740 -1.26889 3.39982  0.12
H: 2.16322 -0.04218 -0.86859  0.12
H: 2.00061 -1.10179 0.53479  0.12
H: 1.83959 0.95843 1.99736  0.07
H: 2.14696 1.94898 0.56801  0.07
H: 3.36919 0.81523 1.13307  0.08
H: -1.38510 -1.27889 -0.88531  0.14
H: -0.10955 -2.23443 -0.14218  0.13
H: 0.83769 -0.65457 -2.48181  0.11
H: 1.11885 -2.35902 -2.08638  0.13
H: -1.35065 -0.19640 -2.87110  0.05
H: -0.07243 2.68151 0.89393  0.08
H: -2.23812 3.33677 -3.74373  0.09
H: -1.99800 1.67745 -4.12120  0.10

Cartesian forces, eV/Å:
-0.1 -0.1 -0.4
-0.2 0.1 0.5
0.3 -0.2 -0.1
-0.1 0.2 -0.2
-0.1 -0.1 0.3
0.0 -0.3 0.1
0.0 0.1 0.1
0.0 -0.1 -0.2
0.0 0.1 0.1
-0.1 -0.1 -0.1
0.5 0.0 0.2
-0.1 -0.2 -0.1
-0.4 0.3 -0.2
0.1 0.6 0.6
0.0 0.0 -0.4
0.0 -0.6 -0.3
0.2 0.7 0.6
-0.2 0.1 -0.4
-0.2 -0.2 -0.4
0.1 0.0 0.0
0.0 0.1 0.0
0.0 0.0 0.1
-0.1 0.1 -0.1
0.2 -0.1 0.0
0.0 -0.1 0.0
0.0 0.0 -0.1
0.0 0.0 0.2
0.0 0.1 0.0
0.1 0.0 0.1
0.0 -0.1 0.0
0.0 0.1 0.0
0.1 -0.1 0.0
-0.1 0.1 -0.1
0.1 -0.3 0.0
0.0 0.0 0.3
0.0 -0.1 -0.1
0.0 0.0 0.0

***

Q: Which formula does entry 5 have?
A: C12H18N2O3S